*A*
{
  "formula": "C10H15N5",
  "method": "the ωB97M-V functional and the def2-TZVPD basis",
  "smiles": "CC#N.CC#N.CC#N.CC#N.CC#N",
  "homo_ev": -11.404,
  "orbital_gap_ev": 10.96,
  "symbols": ["C", "C", "N", "H", "H", "H", "C", "C", "N", "H", "H", "H", "C", "C", "N", "H", "H", "H", "C", "C", "N", "H", "H", "H", "C", "C", "N", "H", "H", "H"],
  "coordinates": [[2.875, -18.506, 25.291], [1.719, -18.460, 24.443], [0.778, -18.398, 23.790], [3.431, -17.568, 25.264], [3.631, -18.982, 24.667], [2.769, -18.712, 26.356], [11.596, -14.845, 19.816], [11.606, -13.441, 20.164], [11.695, -12.327, 20.469], [12.286, -14.943, 18.979], [10.642, -15.246, 19.473], [11.973, -15.564, 20.543], [14.565, -19.812, 17.975], [15.669, -19.901, 16.948], [16.505, -20.020, 16.078], [15.064, -20.069, 18.909], [13.784, -20.546, 17.777], [14.121, -18.822, 18.084], [10.711, -24.467, 16.451], [11.506, -24.603, 17.615], [12.206, -24.677, 18.537], [9.686, -24.249, 16.752], [10.661, -25.471, 16.031], [11.126, -23.751, 15.742], [8.717, -19.874, 19.698], [7.447, -19.788, 20.491], [6.458, -19.723, 21.083], [9.437, -19.269, 20.249], [8.575, -19.336, 18.761], [9.018, -20.901, 19.492]],
  "mulliken_charge": [-0.8097, 0.3293, -0.3466, 0.2726, 0.2655, 0.2883, -0.7571, 0.3182, -0.3306, 0.2359, 0.2612, 0.2720, -0.5995, 0.2927, -0.3771, 0.2434, 0.2245, 0.2145, -0.7221, 0.3186, -0.3808, 0.2601, 0.2587, 0.2682, -0.6707, 0.2509, -0.3156, 0.2238, 0.2564, 0.2549]
}

=====

*B*
{
  "formula": "C10H15N5",
  "method": "the ωB97M-V functional and the def2-TZVPD basis",
  "smiles": "CC(C)CCNc1ncnc2n[nH]cc12",
  "homo_ev": -8.537,
  "orbital_gap_ev": 8.75,
  "symbols": ["C", "C", "C", "C", "C", "N", "C", "N", "C", "N", "C", "N", "N", "C", "C", "H", "H", "H", "H", "H", "H", "H", "H", "H", "H", "H", "H", "H", "H", "H"],
  "coordinates": [[3.129, -1.220, 1.446], [1.879, -1.307, 0.600], [1.484, -2.790, 0.323], [1.880, -0.465, -0.730], [0.718, 0.459, -0.973], [-0.460, -0.414, -0.773], [-1.536, 0.208, -0.131], [-1.878, -0.265, 1.068], [-2.772, 0.354, 1.723], [-3.462, 1.406, 1.377], [-3.105, 2.015, 0.249], [-3.526, 3.139, -0.231], [-2.810, 3.257, -1.381], [-1.981, 2.213, -1.672], [-2.132, 1.442, -0.601], [3.572, -2.221, 1.708], [3.018, -0.501, 2.239], [3.909, -0.824, 0.834], [1.012, -0.908, 1.214], [2.379, -3.267, -0.172], [1.208, -3.053, 1.331], [0.584, -2.908, -0.332], [2.821, 0.040, -0.935], [1.860, -1.155, -1.563], [0.801, 1.336, -0.350], [0.773, 0.688, -2.123], [-0.239, -1.315, -0.391], [-3.121, -0.303, 2.557], [-2.829, 4.168, -1.878], [-1.176, 2.193, -2.436]],
  "mulliken_charge": [-1.4047, 0.7383, -1.5243, -1.2755, -0.3305, -0.1186, 0.0063, -0.5930, -0.1550, -0.6222, 0.4514, -0.8661, 0.2433, -0.4243, 0.7629, 0.3282, 0.3405, 0.3464, 0.1908, 0.3711, 0.3755, 0.4627, 0.4836, 0.4222, 0.3606, 0.2314, 0.2571, 0.3207, 0.2548, 0.3669]
}

=====

What should be chosen as the least stable of them? Choose *A*.

=====

*A*
{
  "formula": "C3H8N2OS",
  "method": "the ωB97M-V functional and the def2-TZVPD basis",
  "homo_ev": -8.571,
  "orbital_gap_ev": 8.87,
  "symbols": ["C", "C", "C", "N", "N", "O", "S", "H", "H", "H", "H", "H", "H", "H", "H"],
  "coordinates": [[-2.280, 0.561, -0.425], [1.499, 0.093, -0.955], [1.032, 0.600, 0.422], [-2.106, 1.765, -0.244], [0.011, -0.299, 1.047], [-2.741, -0.488, -0.631], [-0.111, -1.758, 0.434], [0.514, -0.084, -1.474], [2.196, 0.878, -1.446], [1.959, -0.892, -0.784], [1.926, 0.847, 1.183], [0.510, 1.507, 0.393], [-1.446, -2.044, 1.038], [-1.233, 2.114, 0.014], [0.271, -2.798, 1.428]],
  "mulliken_charge": [0.7417, -0.8379, -0.2682, -0.5994, -0.3905, -0.4366, -0.0519, 0.2426, 0.3049, 0.2898, 0.2288, 0.1097, 0.2280, 0.3165, 0.1225]
}

=====

*B*
{
  "formula": "C3H8N2OS",
  "method": "the ωB97M-V functional and the def2-TZVPD basis",
  "smiles": "NC(=O)NCCS",
  "homo_ev": -9.478,
  "orbital_gap_ev": 10.02,
  "symbols": ["N", "C", "O", "N", "C", "C", "S", "H", "H", "H", "H", "H", "H", "H", "H"],
  "coordinates": [[1.185, 1.382, 0.930], [-0.134, 1.747, 0.861], [-0.570, 2.776, 1.338], [-0.984, 0.958, 0.102], [-0.887, -0.465, -0.097], [0.316, -0.894, -0.999], [-0.026, -2.506, -1.782], [1.650, 1.727, 1.755], [1.399, 0.440, 0.664], [-1.915, 1.289, 0.319], [-1.753, -0.847, -0.641], [-0.818, -1.087, 0.801], [1.161, -1.140, -0.375], [0.498, -0.132, -1.745], [0.879, -3.249, -1.129]],
  "mulliken_charge": [-0.3560, 0.4631, -0.6360, -0.1831, -0.6095, -0.7683, -0.2180, 0.2471, 0.1866, 0.2449, 0.5319, 0.2457, 0.3409, 0.3823, 0.1283]
}

=====

*C*
{
  "formula": "C3H8N2OS",
  "method": "the ωB97M-V functional and the def2-TZVPD basis",
  "smiles": "NC(=O)NCCS",
  "homo_ev": -9.044,
  "orbital_gap_ev": 9.71,
  "symbols": ["N", "C", "O", "N", "C", "C", "S", "H", "H", "H", "H", "H", "H", "H", "H"],
  "coordinates": [[-0.653, 1.543, -2.089], [-1.178, 0.840, -1.053], [-2.309, 0.974, -0.647], [-0.246, -0.068, -0.481], [-0.232, -0.072, 0.949], [0.807, -1.015, 1.585], [2.410, -1.146, 0.716], [-1.038, 2.416, -2.403], [0.333, 1.455, -2.259], [-0.096, -0.930, -0.981], [-1.185, -0.374, 1.387], [-0.059, 0.937, 1.322], [0.404, -2.021, 1.678], [1.071, -0.593, 2.542], [1.971, -1.944, -0.266]],
  "mulliken_charge": [-0.4217, 0.4363, -0.5780, -0.0950, -0.3380, -0.7831, -0.1877, 0.2333, 0.2268, 0.1803, 0.2677, 0.2806, 0.3393, 0.3604, 0.0786]
}

=====

What should be chosen as the least stable of them? Choose *A*.

=====

*A*
{
  "formula": "C3H8N2OS",
  "method": "the ωB97M-V functional and the def2-TZVPD basis",
  "smiles": "[H]/N=N/[H].C1COSC1",
  "homo_ev": -8.455,
  "orbital_gap_ev": 9.19,
  "symbols": ["H", "N", "N", "H", "C", "C", "O", "S", "C", "H", "H", "H", "H", "H", "H"],
  "coordinates": [[4.421, -1.809, 0.261], [3.790, -0.877, 0.274], [2.657, -1.360, 0.452], [1.906, -0.685, 0.559], [-1.695, 0.202, -0.529], [-1.360, -0.139, 0.904], [0.036, -0.183, 1.034], [0.744, 0.997, 0.019], [-0.781, 1.277, -1.058], [-1.535, -0.734, -1.153], [-2.731, 0.540, -0.517], [-1.853, 0.497, 1.661], [-1.952, -1.114, 1.066], [-0.438, 1.142, -2.152], [-1.208, 2.246, -0.820]],
  "mulliken_charge": [0.2471, -0.3303, -0.2220, 0.4342, -0.5767, -0.3304, -0.4290, -0.0837, -0.5041, 0.2565, 0.3232, 0.3259, 0.2574, 0.3129, 0.3189]
}

=====

*B*
{
  "formula": "C3H8N2OS",
  "method": "the ωB97M-V functional and the def2-TZVPD basis",
  "smiles": "C[SH]1=NCOCN=1",
  "homo_ev": -8.818,
  "orbital_gap_ev": 9.30,
  "symbols": ["C", "S", "N", "C", "O", "C", "N", "H", "H", "H", "H", "H", "H", "H", "H"],
  "coordinates": [[-2.254, 0.042, -0.719], [-0.755, 0.114, 0.400], [0.041, -1.174, 0.477], [1.434, -1.146, -0.024], [1.884, 0.021, -0.592], [1.489, 1.154, 0.239], [0.036, 1.417, 0.231], [-2.644, -0.930, -0.607], [-2.966, 0.803, -0.158], [-1.978, 0.172, -1.700], [-1.522, -0.046, 1.636], [2.104, -1.699, 0.799], [1.357, -1.806, -0.831], [1.908, 2.041, -0.399], [1.866, 1.035, 1.249]],
  "mulliken_charge": [-0.9196, 0.4716, -0.4717, -0.2245, -0.3440, -0.1851, -0.4683, 0.3622, 0.3038, 0.3317, 0.1457, 0.1997, 0.2718, 0.2164, 0.3102]
}

=====

*C*
{
  "formula": "C3H8N2OS",
  "method": "the ωB97M-V functional and the def2-TZVPD basis",
  "smiles": "N/N=C\\[C@H](O)CS",
  "homo_ev": -8.676,
  "orbital_gap_ev": 8.99,
  "symbols": ["N", "N", "C", "C", "O", "C", "S", "H", "H", "H", "H", "H", "H", "H", "H"],
  "coordinates": [[-0.971, 0.706, 1.925], [0.156, 0.024, 2.107], [0.654, -0.653, 1.157], [-0.075, -0.828, -0.103], [-0.093, -2.217, -0.489], [0.564, -0.215, -1.371], [0.099, 1.575, -1.502], [-1.126, 1.528, 2.777], [-1.821, 0.150, 1.555], [1.551, -1.184, 1.337], [-1.148, -0.334, -0.086], [-0.121, -2.686, 0.461], [0.350, -0.738, -2.401], [1.639, -0.229, -1.314], [-1.323, 1.106, -0.702]],
  "mulliken_charge": [-0.4029, -0.4280, -0.2507, 0.4413, -0.5612, -0.7151, -0.2279, 0.2677, 0.2857, 0.4786, -0.2028, 0.4000, 0.3186, 0.3796, 0.2172]
}

=====

*D*
{
  "formula": "C3H8N2OS",
  "method": "the ωB97M-V functional and the def2-TZVPD basis",
  "smiles": "NC(=O)[C@@H](N)CS",
  "homo_ev": -9.081,
  "orbital_gap_ev": 9.85,
  "symbols": ["N", "C", "O", "C", "N", "C", "S", "H", "H", "H", "H", "H", "H", "H", "H"],
  "coordinates": [[-0.110, 1.789, -1.863], [-0.404, 0.493, -1.360], [-0.588, -0.501, -2.010], [-0.453, 0.391, 0.204], [-1.912, 0.357, 0.533], [0.150, -0.955, 0.636], [1.633, -0.788, 1.787], [-0.700, 2.489, -1.435], [-0.212, 1.619, -2.860], [0.223, 1.178, 0.534], [-1.869, 0.142, 1.510], [-2.393, 0.702, -0.270], [0.315, -1.800, -0.024], [-0.516, -1.184, 1.459], [2.561, -1.193, 0.925]],
  "mulliken_charge": [-0.5084, 0.1757, -0.5509, 0.3994, -0.5518, -0.7853, -0.2338, 0.2699, 0.3052, 0.3099, 0.2304, 0.2309, 0.4063, 0.1826, 0.1201]
}

=====

What should be chosen as the least stable of them? Choose *B*.

=====

*A*
{
  "formula": "C3H8N2OS",
  "method": "the ωB97M-V functional and the def2-TZVPD basis",
  "smiles": "N/N=C\\[C@H](O)CS",
  "homo_ev": -9.081,
  "orbital_gap_ev": 9.56,
  "symbols": ["N", "N", "C", "C", "O", "C", "S", "H", "H", "H", "H", "H", "H", "H", "H"],
  "coordinates": [[1.017, -1.796, -0.448], [1.299, -1.217, 0.792], [0.758, -0.124, 0.972], [0.045, 0.715, -0.056], [0.531, 2.029, -0.075], [-1.509, 0.748, 0.224], [-2.373, -0.776, 0.255], [1.770, -2.404, -0.570], [1.069, -1.032, -1.213], [0.994, 0.251, 1.994], [0.270, 0.308, -1.098], [1.483, 2.007, -0.463], [-1.983, 1.384, -0.541], [-1.470, 1.160, 1.288], [-1.900, -1.253, -1.061]],
  "mulliken_charge": [-0.3451, -0.4137, -0.1224, 0.2330, -0.5402, -0.8115, -0.2248, 0.2935, 0.2177, 0.3702, 0.1680, 0.3396, 0.3671, 0.3383, 0.1303]
}

=====

*B*
{
  "formula": "C3H8N2OS",
  "method": "the ωB97M-V functional and the def2-TZVPD basis",
  "smiles": "NC(=O)[C@H](N)CS",
  "homo_ev": -9.409,
  "orbital_gap_ev": 10.05,
  "symbols": ["N", "C", "O", "C", "N", "C", "S", "H", "H", "H", "H", "H", "H", "H", "H"],
  "coordinates": [[-1.680, 1.285, -0.086], [-1.625, -0.111, -0.139], [-2.618, -0.905, -0.327], [-0.099, -0.562, 0.241], [0.436, 0.212, 1.264], [0.841, -0.130, -1.121], [2.583, -0.282, -0.777], [-0.946, 1.642, 0.530], [-2.564, 1.676, 0.203], [0.074, -1.660, 0.395], [0.439, -0.282, 2.232], [1.465, 0.457, 1.060], [0.605, -0.784, -2.007], [0.553, 0.978, -1.252], [2.535, -1.534, -0.218]],
  "mulliken_charge": [-0.4738, 0.3633, -0.6226, -0.0299, -0.5829, -0.6976, -0.2647, 0.2864, 0.2811, 0.4171, 0.2456, 0.2050, 0.3653, 0.3668, 0.1408]
}

=====

*C*
{
  "formula": "C3H8N2OS",
  "method": "the ωB97M-V functional and the def2-TZVPD basis",
  "homo_ev": [-5.872, -8.363],
  "orbital_gap_ev": [5.94, 9.23],
  "symbols": ["C", "C", "C", "N", "N", "O", "S", "H", "H", "H", "H", "H", "H", "H", "H"],
  "coordinates": [[1.324, -1.431, 0.807], [-2.078, 0.146, -1.100], [-0.548, -0.062, 1.097], [1.364, 1.679, -0.870], [1.401, 1.567, 0.328], [0.080, -0.946, 0.279], [-1.941, 0.807, 0.581], [1.305, -2.035, 1.636], [1.828, -0.441, 1.004], [1.668, -1.952, -0.164], [-1.610, 0.844, -1.757], [-3.183, -0.222, -1.295], [-1.502, -0.728, -1.189], [0.091, 0.137, 1.992], [1.801, 2.637, -1.350]],
  "mulliken_charge": [-0.7050, -0.7985, -0.2665, -0.1286, -0.1545, -0.2932, -0.0981, 0.2842, 0.3881, 0.1905, 0.2991, 0.3138, 0.2879, 0.4376, 0.2431]
}

=====

What should be chosen as the least stable of them? Choose *C*.

=====

*A*
{
  "formula": "CHF2NO2",
  "method": "the ωB97M-V functional and the def2-TZVPD basis",
  "smiles": "O=[N+]([O-])C(F)F",
  "homo_ev": -11.617,
  "orbital_gap_ev": 11.67,
  "symbols": ["O", "N", "O", "C", "F", "F", "H"],
  "coordinates": [[-1.542, -0.261, 0.865], [-0.456, 0.199, 0.769], [0.206, 0.915, 1.429], [0.266, -0.191, -0.557], [1.008, -1.208, -0.221], [1.094, 0.844, -0.958], [-0.575, -0.298, -1.326]],
  "mulliken_charge": [-0.5406, 0.9250, -0.5017, 0.2724, -0.1972, -0.2323, 0.2745]
}

=====

*B*
{
  "formula": "CHF2NO2",
  "method": "the ωB97M-V functional and the def2-TZVPD basis",
  "homo_ev": -11.332,
  "orbital_gap_ev": 10.09,
  "symbols": ["C", "N", "O", "O", "F", "F", "H"],
  "coordinates": [[-0.323, 0.541, 0.146], [0.171, -0.812, -0.342], [0.757, -0.688, -1.374], [0.041, -1.802, 0.300], [-1.416, 0.400, 0.862], [-0.371, 1.507, -0.764], [1.140, 0.855, 1.171]],
  "mulliken_charge": [0.1728, 0.9513, -0.5133, -0.5207, -0.1811, -0.1576, 0.2487]
}

=====

What should be chosen as the least stable of them? Choose *B*.

=====

*A*
{
  "formula": "C4H11NO3",
  "method": "the ωB97M-V functional and the def2-TZVPD basis",
  "smiles": "NOC=O.CCOC",
  "homo_ev": -10.156,
  "orbital_gap_ev": 11.12,
  "symbols": ["N", "O", "C", "O", "H", "H", "H", "C", "C", "O", "C", "H", "H", "H", "H", "H", "H", "H", "H"],
  "coordinates": [[-0.470, 0.081, 2.584], [-0.613, -1.193, 1.859], [0.604, -1.692, 1.460], [1.702, -1.305, 1.819], [0.118, -0.192, 3.374], [0.151, 0.592, 1.944], [0.423, -2.509, 0.742], [-1.922, 0.274, -0.836], [-0.589, 0.557, -1.503], [0.439, 0.484, -0.518], [1.728, 0.696, -1.080], [-1.913, -0.710, -0.357], [-2.127, 1.010, -0.053], [-2.737, 0.295, -1.565], [-0.601, 1.556, -1.952], [-0.403, -0.189, -2.283], [1.795, 1.696, -1.520], [1.944, -0.066, -1.835], [2.470, 0.615, -0.281]],
  "mulliken_charge": [-0.4517, -0.2282, 0.2413, -0.5226, 0.2943, 0.2937, 0.3717, -1.0984, -0.2913, -0.1969, -0.8244, 0.2295, 0.2896, 0.3842, 0.3046, 0.3138, 0.3207, 0.3287, 0.2416]
}

=====

*B*
{
  "formula": "C4H11NO3",
  "method": "the ωB97M-V functional and the def2-TZVPD basis",
  "smiles": "CC(C)(O)C(N)(O)O",
  "homo_ev": -9.731,
  "orbital_gap_ev": 10.36,
  "symbols": ["C", "C", "C", "O", "C", "N", "O", "O", "H", "H", "H", "H", "H", "H", "H", "H", "H", "H", "H"],
  "coordinates": [[-1.383, -0.250, 0.996], [-0.032, 0.060, 0.428], [1.104, -0.710, 1.060], [0.401, 1.711, 0.674], [0.049, 0.159, -1.116], [0.020, -1.244, -1.515], [-1.126, 0.788, -1.609], [1.175, 0.845, -1.444], [-2.223, -0.101, 0.320], [-1.451, -1.294, 1.290], [-1.577, 0.409, 1.842], [0.967, -1.775, 0.882], [2.057, -0.404, 0.639], [1.100, -0.545, 2.136], [0.683, 1.844, 1.584], [0.864, -1.442, -2.040], [-0.796, -1.422, -2.088], [-0.993, 1.738, -1.481], [1.160, 1.634, -0.556]],
  "mulliken_charge": [-1.6161, 1.5403, -1.6600, -0.6973, 0.2536, -0.5713, -0.5927, -0.7280, 0.3596, 0.3420, 0.3593, 0.3950, 0.3888, 0.4385, 0.3361, 0.2513, 0.2530, 0.4328, 0.5149]
}

=====

What should be chosen as the least stable of them? Choose *A*.